i | Below is 2 unconnected molecules or ions with the total composition C2H12N4, with properties calculated with wB97M-V/def2-TZVPD.

Output
total charge: -1
2S+1: 2
gap between HOMO and LUMO (spin up / spin down): 3.07 / 9.63 eV
lowest unoccupied orbital energy (spin up / spin down): 4.356 / 4.191 eV

Geometry (Å):
N: -2.13 0.25 1.10
C: -2.07 0.24 -0.38
N: -1.92 -1.13 -0.86
H: -2.90 -0.38 1.30
H: -2.35 1.18 1.45
H: -1.22 0.85 -0.69
H: -3.00 0.66 -0.75
H: -1.55 -1.68 -0.10
H: -1.21 -1.12 -1.59
N: 2.87 -0.51 -0.51
C: 2.07 0.68 -0.23
N: 1.22 0.55 0.94
H: 2.19 -1.27 -0.64
H: 3.35 -0.48 -1.41
H: 1.53 0.99 -1.13
H: 2.71 1.53 0.03
H: 1.85 0.44 1.71
H: 0.66 -0.30 0.89



ii | Below is 2 unconnected molecules or ions with the total composition C2H12N4, with properties calculated with wB97M-V/def2-TZVPD.

Output
total charge: -1
2S+1: 2
gap between HOMO and LUMO (spin up / spin down): 3.11 / 9.59 eV
lowest unoccupied orbital energy (spin up / spin down): 4.365 / 4.274 eV

Geometry (Å):
N: -0.61 -1.11 -3.16
C: -0.35 -1.35 -1.76
N: 0.98 -0.81 -1.28
H: 0.15 -0.52 -3.53
H: -0.65 -2.00 -3.70
H: -1.17 -0.85 -1.26
H: -0.38 -2.41 -1.38
H: 0.88 0.20 -1.16
H: 1.08 -1.11 -0.32
N: -0.47 -0.03 2.58
C: 0.31 1.32 2.36
N: 0.43 1.86 0.95
H: -1.47 0.12 2.24
H: -0.08 -0.91 2.26
H: -0.33 1.90 3.13
H: 1.31 1.19 2.77
H: -0.36 1.63 0.37
H: 0.74 2.87 0.92



Quick one: least stable of them? ii



i | Below is a single C16H22N2O molecule, with properties calculated with wB97M-V/def2-TZVPD.

Output
total charge: 0
SMILES: O=C(CN1CCc2ccccc2C1)NC1CCCC1
gap between HOMO and LUMO: 9.50 eV
lowest unoccupied orbital energy: 0.749 eV

Geometry (Å):
O: -1.09 -2.06 -1.84
C: -0.90 -0.93 -1.44
N: -1.80 -0.23 -0.72
H: -1.50 0.68 -0.39
C: -3.07 -0.75 -0.28
C: -4.23 0.19 -0.67
H: -3.94 0.86 -1.48
H: -5.08 -0.40 -1.00
C: -4.58 0.93 0.62
H: -5.59 1.35 0.60
H: -3.88 1.75 0.79
C: -4.40 -0.14 1.69
H: -5.25 -0.83 1.66
H: -4.33 0.27 2.69
C: -3.13 -0.86 1.26
H: -2.25 -0.36 1.69
H: -3.11 -1.90 1.59
H: -3.16 -1.72 -0.76
C: 0.38 -0.14 -1.72
N: 0.70 0.74 -0.62
C: 1.64 1.80 -1.00
C: 2.80 1.99 -0.02
C: 3.46 0.66 0.20
C: 4.81 0.42 0.08
C: 5.30 -0.86 0.27
C: 4.44 -1.90 0.56
C: 3.08 -1.67 0.66
C: 2.59 -0.39 0.50
C: 1.13 -0.02 0.56
H: 0.96 0.61 1.44
H: 0.50 -0.91 0.65
H: 2.40 -2.48 0.88
H: 4.82 -2.90 0.70
H: 6.36 -1.05 0.19
H: 5.49 1.23 -0.15
H: 3.51 2.72 -0.43
H: 2.42 2.38 0.93
H: 1.07 2.74 -1.09
H: 2.07 1.58 -1.99
H: 0.18 0.46 -2.61
H: 1.18 -0.85 -1.96



ii | Below is a single C16H22N2O molecule, with properties calculated with wB97M-V/def2-TZVPD.

Output
total charge: 0
SMILES: CCOc1ccc2c(c1)c(C[C@H](C)N)c1n2CCC1
gap between HOMO and LUMO: 8.17 eV
lowest unoccupied orbital energy: 0.843 eV

Geometry (Å):
O: 1.78 2.81 -2.33
C: -1.56 -1.47 0.25
C: -0.67 -0.57 0.78
C: 0.33 1.13 -3.02
C: 0.72 1.28 -0.64
C: -0.58 0.09 -2.86
C: 0.96 1.77 -1.96
C: -0.16 0.18 -0.43
C: -0.82 -0.36 -1.55
N: -1.71 -1.33 -1.10
N: 1.26 -0.50 4.00
C: 2.69 5.04 -1.86
C: 2.20 3.74 -1.28
C: -2.43 -2.52 0.81
C: -2.73 -2.18 -1.63
C: -2.88 -3.23 -0.48
C: 1.15 -2.42 2.51
C: -0.37 -0.35 2.24
C: 1.02 -0.90 2.60
H: 0.55 1.51 -4.00
H: 1.17 1.77 0.20
H: -1.17 -0.33 -3.70
H: 0.59 -0.91 4.65
H: 1.29 0.51 4.07
H: 3.65 4.93 -2.42
H: 2.88 5.81 -1.09
H: 1.95 5.41 -2.57
H: 2.99 3.27 -0.70
H: 1.39 3.97 -0.57
H: -1.92 -3.26 1.47
H: -3.30 -2.07 1.32
H: -3.68 -1.58 -1.71
H: -2.44 -2.67 -2.54
H: -3.87 -3.63 -0.44
H: -2.21 -4.07 -0.64
H: 2.20 -2.66 2.65
H: 0.89 -2.79 1.51
H: 0.57 -2.93 3.23
H: -0.39 0.73 2.42
H: -1.11 -0.80 2.87
H: 1.76 -0.45 1.94



Quick one: least stable of them? ii



i | Below is a single C20H23N3O3 molecule, with properties calculated with wB97M-V/def2-TZVPD.

Output
total charge: 0
SMILES: COc1cc(N)c(C2=NN(C(=O)CCc3ccccc3)CC2)cc1OC
gap between HOMO and LUMO: 8.01 eV
lowest unoccupied orbital energy: 0.582 eV

Geometry (Å):
O: -3.33 -0.65 -2.02
N: -1.57 0.00 0.03
O: 2.52 1.95 4.11
O: 1.29 4.57 3.76
C: -2.64 -1.55 -1.56
C: -0.54 0.05 0.84
C: 1.70 -2.51 -4.46
C: 0.82 -1.42 -4.44
C: 1.22 -3.78 -4.23
C: 0.90 1.10 2.59
C: -0.02 3.64 2.02
C: -0.55 -1.63 -4.16
C: -0.19 -3.97 -4.00
C: 1.42 2.19 3.28
C: 0.86 3.46 3.07
C: -0.07 1.24 1.58
C: -0.49 2.54 1.28
C: -1.07 -2.90 -3.93
N: -1.41 2.82 0.30
N: -1.70 -1.25 -0.51
C: 3.65 2.80 3.85
C: 1.06 4.56 5.17
C: -2.83 -3.00 -2.08
C: 0.12 -1.26 0.95
C: -2.53 -3.13 -3.61
C: -0.68 -2.13 0.00
H: 2.75 -2.34 -4.71
H: 1.11 -0.40 -4.65
H: 1.91 -4.62 -4.24
H: 1.21 0.12 2.85
H: -0.37 4.63 1.74
H: -1.19 -0.75 -4.03
H: -0.60 -4.98 -3.84
H: -1.88 2.01 -0.17
H: -1.85 3.74 0.30
H: 3.60 3.76 4.40
H: 4.59 2.29 4.14
H: 3.77 3.05 2.82
H: 0.02 4.42 5.44
H: 1.47 5.47 5.62
H: 1.58 3.72 5.63
H: -3.87 -3.29 -1.86
H: -2.19 -3.73 -1.56
H: 0.06 -1.64 1.98
H: 1.17 -1.14 0.58
H: -3.14 -2.43 -4.16
H: -2.82 -4.11 -3.92
H: -0.08 -2.58 -0.77
H: -1.15 -2.95 0.61



ii | Below is a single C20H23N3O3 molecule, with properties calculated with wB97M-V/def2-TZVPD.

Output
total charge: 0
SMILES: CCOc1ccccc1N1C[C@@H](C(=O)N(C)Cc2cccnc2)CC1=O
gap between HOMO and LUMO: 8.99 eV
lowest unoccupied orbital energy: 0.503 eV

Geometry (Å):
C: 5.43 2.42 0.14
C: 4.64 1.93 1.35
O: 3.63 1.01 0.98
C: 3.97 -0.18 0.44
C: 5.17 -0.85 0.65
C: 5.38 -2.11 0.12
C: 4.39 -2.73 -0.63
C: 3.20 -2.06 -0.88
C: 2.99 -0.80 -0.36
N: 1.79 -0.10 -0.64
C: 1.76 1.15 -1.18
O: 2.70 1.74 -1.66
C: 0.32 1.63 -1.12
H: 0.03 2.12 -2.05
C: -0.50 0.38 -0.80
C: -1.66 0.70 0.14
O: -1.76 1.78 0.70
N: -2.58 -0.28 0.33
C: -2.55 -1.61 -0.22
H: -3.58 -1.94 -0.38
H: -2.06 -2.31 0.46
H: -2.04 -1.63 -1.18
C: -3.66 -0.03 1.27
C: -5.00 -0.01 0.59
C: -6.09 -0.71 1.08
C: -7.30 -0.64 0.40
C: -7.36 0.12 -0.75
N: -6.33 0.80 -1.23
C: -5.19 0.74 -0.58
H: -4.37 1.31 -1.00
H: -8.28 0.21 -1.32
H: -8.17 -1.18 0.76
H: -6.00 -1.30 1.98
H: -3.65 -0.80 2.05
H: -3.46 0.94 1.73
H: -0.88 -0.05 -1.73
C: 0.52 -0.56 -0.14
H: 0.36 -1.61 -0.41
H: 0.48 -0.47 0.95
H: 0.23 2.35 -0.31
H: 2.44 -2.52 -1.49
H: 4.56 -3.71 -1.04
H: 6.31 -2.61 0.31
H: 5.94 -0.39 1.25
H: 5.29 1.51 2.12
H: 4.08 2.76 1.79
H: 4.74 2.70 -0.65
H: 6.04 3.27 0.42
H: 6.08 1.63 -0.24



Quick one: least stable of them? i



i | Below is 2 unconnected molecules or ions with the total composition C4H14N3, with properties calculated with wB97M-V/def2-TZVPD.

Output
total charge: 0
2S+1: 2
gap between HOMO and LUMO (spin up / spin down): 2.40 / 8.04 eV
lowest unoccupied orbital energy (spin up / spin down): 0.466 / 0.611 eV

Geometry (Å):
C: -0.85 -1.70 -0.33
N: 0.18 -1.00 -1.15
C: 0.03 -1.19 -2.60
H: -1.78 -1.40 -0.75
H: -0.72 -2.76 -0.51
H: -0.82 -1.30 0.70
H: 1.13 -1.30 -0.87
H: 0.14 -2.28 -2.86
H: 0.74 -0.51 -3.14
H: -1.03 -0.89 -2.76
C: 0.82 1.18 1.94
C: -0.19 1.53 1.11
N: -0.07 1.54 -0.34
N: 0.65 1.28 3.31
H: 1.78 0.83 1.64
H: -1.12 1.96 1.47
H: 0.66 2.15 -0.67
H: 0.12 0.07 -0.90
H: -0.87 1.99 -0.77
H: -0.23 0.94 3.71
H: 1.43 0.86 3.79



ii | Below is 2 unconnected molecules or ions with the total composition C4H14N3, with properties calculated with wB97M-V/def2-TZVPD.

Output
total charge: 0
2S+1: 2
gap between HOMO and LUMO (spin up / spin down): 5.09 / 9.46 eV
lowest unoccupied orbital energy (spin up / spin down): 1.076 / 0.905 eV

Geometry (Å):
C: 0.19 -2.60 -0.72
C: 0.23 -0.35 -1.68
N: -0.47 -1.52 -1.53
N: 1.37 -0.05 -1.03
N: -0.64 0.60 -2.27
H: -1.43 -1.56 -1.87
H: 2.19 -0.75 -1.02
H: 1.66 0.88 -0.79
H: -1.56 0.75 -1.86
H: -0.34 1.35 -2.72
H: 0.09 -3.51 -1.17
H: -0.41 -2.57 0.23
H: 1.25 -2.27 -0.46
C: -0.95 1.15 2.19
C: 0.44 1.67 2.07
H: -1.09 1.01 3.27
H: -1.70 1.92 1.81
H: -1.26 0.15 1.63
H: 1.29 1.40 2.86
H: 0.37 2.79 2.12
H: 0.76 1.52 0.95



Quick one: least stable of them? i



i | Below is a single C3H4FN3 molecule, with properties calculated with wB97M-V/def2-TZVPD.

Output
total charge: 0
gap between HOMO and LUMO (spin up / spin down): 7.13 / 7.61 eV
lowest unoccupied orbital energy (spin up / spin down): -0.842 / -0.701 eV

Geometry (Å):
C: 0.92 0.52 2.36
C: 0.63 -1.56 3.74
C: -0.34 -0.54 -0.71
N: 0.92 -0.47 3.26
N: 0.56 0.26 1.14
N: -0.47 -0.27 0.72
F: 1.16 -2.74 3.40
H: 1.52 1.40 2.76
H: -1.33 -0.61 -1.18
H: 0.36 0.19 -1.10
H: 0.16 -1.51 -0.67



ii | Below is 2 unconnected molecules or ions with the total composition C3H4FN3, with properties calculated with wB97M-V/def2-TZVPD.

Output
total charge: 0
SMILES: C=C/N=N\F.C#N
gap between HOMO and LUMO: 10.41 eV
lowest unoccupied orbital energy: -0.343 eV

Geometry (Å):
C: -0.45 0.18 2.00
C: 3.22 -0.37 -0.67
C: -0.63 -1.06 2.48
N: 0.26 0.49 0.82
N: 3.65 -0.26 0.39
N: 0.22 -0.15 -0.20
F: -0.59 -1.44 -0.26
H: -0.80 1.13 2.32
H: 2.61 -0.43 -1.55
H: -1.15 -1.19 3.39
H: -0.38 -1.90 1.88



Quick one: least stable of them? i